{"formula": "C6H11NO", "method": "ωB97M-V/def2-TZVPD", "elements": ["O", "N", "C", "C", "C", "C", "C", "C", "H", "H", "H", "H", "H", "H", "H", "H", "H", "H", "H"], "xyz": [[1.452715, -0.976077, -2.661839], [-0.614931, -1.874588, -2.656641], [0.222179, 0.124803, -0.533913], [0.354594, -1.066015, -2.156852], [0.525090, 0.264452, 1.909017], [-1.233821, 0.386283, -0.242421], [0.761349, 1.752122, 1.938885], [-0.395180, -0.684135, 0.380408], [1.522831, 2.056007, 1.219691], [-0.478181, -2.337927, -3.548322], [-1.527725, 1.235257, 0.362949], [-0.150699, 2.314327, 1.731082], [-0.448674, -1.735013, 0.612734], [-1.507096, -1.962190, -2.205730], [-0.197924, -0.060544, 2.656224], [1.131484, 0.673136, -0.714509], [-1.959231, 0.138628, -1.007438], [1.105385, 2.073247, 2.928917], [1.437834, -0.321773, 1.987758]], "atomic_forces_ev_per_a": [[-0.4, -0.3, 0.0], [-0.4, 0.1, 0.5], [-0.3, -2.5, -7.0], [1.2, 2.5, 1.1], [-2.0, -2.4, -0.6], [0.2, -0.1, 0.1], [-0.2, 0.0, -0.6], [1.5, 2.4, 5.8], [0.0, 0.1, 0.0], [0.2, 0.1, 0.3], [0.1, -0.1, 0.1], [0.0, 0.0, 0.0], [-0.1, 0.0, -0.3], [0.0, 0.1, 0.0], [0.3, 0.2, 0.3], [0.0, 0.1, 0.5], [0.1, 0.0, -0.1], [0.0, -0.2, -0.1], [0.0, 0.0, -0.1]], "de_lowest_kj_mol": 489.51, "homo_lumo_gap_ev": 8.60}